{"formula": "C18H41BO9SSi", "method": "ωB97M-V/def2-TZVPD", "symbols": ["C", "C", "O", "B", "O", "Si", "S", "C", "O", "O", "H", "H", "H", "H", "H", "H", "H", "H", "H", "H", "H", "C", "C", "O", "C", "H", "H", "H", "H", "H", "H", "C", "C", "O", "C", "H", "H", "H", "H", "H", "H", "C", "C", "O", "C", "H", "H", "H", "H", "H", "H", "C", "C", "O", "C", "H", "H", "H", "H", "H", "H", "C", "C", "O", "C", "H", "H", "H", "H", "H", "H"], "coordinates": [[-0.9390, 1.7548, 4.7533], [-1.6259, 1.7161, 3.2434], [-1.0449, 2.8542, 2.4569], [-0.3184, 2.1701, 1.3555], [-0.8452, 1.9142, 0.0000], [1.4824, 1.5272, 1.8248], [1.2599, -0.6481, 2.0104], [0.6874, -1.1760, 3.7405], [2.6425, -1.2557, 1.6732], [0.1148, -1.0840, 1.0375], [0.2012, 1.4532, 4.7468], [-0.9853, 2.8926, 5.1015], [-1.4905, 1.0481, 5.5182], [-2.7818, 1.8521, 3.4027], [-1.4681, 0.6791, 2.6902], [-0.1443, 2.1901, -0.6745], [1.8576, 2.1672, 3.1005], [2.4911, 1.9248, 0.8521], [-0.4694, -0.9509, 3.8677], [0.7875, -2.3537, 3.7706], [1.3447, -0.7031, 4.6008], [2.8425, -4.4968, -2.2373], [1.5132, -3.8048, -2.3801], [0.6621, -4.2134, -3.1684], [1.2658, -2.5937, -1.5210], [2.8805, -5.3537, -2.9183], [3.6498, -3.8076, -2.4970], [2.9651, -4.8582, -1.2132], [2.0029, -1.8197, -1.7488], [1.3181, -2.8703, -0.4649], [0.2661, -2.1983, -1.7306], [-1.5497, 0.7107, -4.8864], [-1.6091, 1.7008, -3.7540], [-0.5852, 2.1079, -3.2075], [-2.9696, 2.1734, -3.3164], [-0.5042, 0.4594, -5.0942], [-2.0806, -0.2034, -4.6089], [-1.9897, 1.1483, -5.7860], [-3.5638, 1.3245, -2.9688], [-3.4729, 2.6762, -4.1460], [-2.8584, 2.8847, -2.4910], [7.4185, -4.0628, -5.0787], [5.9444, -4.1019, -4.7760], [5.5322, -4.2728, -3.6298], [4.9943, -3.9238, -5.9299], [7.9832, -4.2051, -4.1512], [7.6767, -4.8669, -5.7722], [7.6846, -3.0923, -5.5048], [5.1445, -4.7218, -6.6615], [5.1524, -2.9471, -6.3941], [3.9637, -3.9746, -5.5626], [-3.5374, -0.9036, -0.5094], [-4.2751, -1.8049, -1.4632], [-4.6414, -1.4038, -2.5667], [-4.5471, -3.2158, -1.0145], [-3.4121, 0.0837, -0.9666], [-4.1107, -0.7912, 0.4141], [-2.5490, -1.3181, -0.2959], [-5.1655, -3.2064, -0.1134], [-3.6037, -3.7333, -0.8234], [-5.0863, -3.7500, -1.8040], [-0.7337, 5.9165, 6.5526], [-2.2114, 5.7780, 6.3006], [-2.7357, 4.6735, 6.1672], [-3.0226, 7.0434, 6.2182], [-0.2768, 4.9218, 6.5873], [-0.2706, 6.4861, 5.7431], [-0.5653, 6.4123, 7.5119], [-2.6614, 7.6633, 5.3937], [-2.9562, 7.5895, 7.1625], [-4.0719, 6.7902, 6.0328]], "forces_ev_per_a": [[0.244, 0.491, -0.324], [-0.053, -0.303, 1.621], [0.050, -3.242, -1.848], [-2.817, 0.867, -1.280], [2.084, 2.041, 2.347], [0.188, 1.184, 0.528], [0.203, -4.369, -2.961], [-0.487, -0.867, 0.868], [-3.729, 1.697, 1.508], [3.082, 1.562, 3.235], [-2.316, 0.569, -0.159], [-0.128, -2.606, -0.620], [0.965, 1.519, -1.596], [2.293, -0.042, -0.653], [-0.278, 1.981, 1.072], [-1.379, -0.979, 0.954], [0.194, -0.424, 0.205], [0.344, -0.473, -0.356], [2.625, -0.173, -0.380], [0.052, 2.449, -0.305], [-1.356, -0.884, -1.973], [-0.274, -0.194, -0.274], [-0.922, -0.486, -0.832], [0.879, 0.438, 0.798], [-0.446, -0.066, -0.242], [0.017, 0.222, 0.133], [-0.070, -0.166, 0.258], [0.131, 0.190, 0.004], [0.067, -0.078, 0.252], [0.194, 0.211, -0.090], [0.219, -0.087, 0.065], [0.536, -0.028, 0.024], [1.082, 0.454, 0.637], [-1.026, -0.457, -0.505], [0.199, 0.309, 0.399], [-0.225, 0.071, 0.069], [-0.156, 0.114, -0.132], [-0.163, -0.152, 0.082], [-0.108, 0.014, -0.258], [-0.104, -0.218, 0.013], [0.020, -0.159, -0.170], [0.170, -0.081, 0.481], [-0.525, -0.225, 1.490], [0.735, 0.237, -1.570], [-0.436, -0.033, 0.291], [-0.155, 0.031, -0.200], [0.012, 0.195, -0.124], [0.008, -0.150, -0.176], [0.082, 0.191, -0.093], [0.086, -0.155, -0.148], [0.228, 0.002, -0.068], [0.006, 0.340, -0.352], [-0.431, 0.538, -1.314], [0.462, -0.437, 1.281], [-0.241, -0.163, -0.437], [0.001, -0.221, 0.141], [0.164, -0.127, 0.063], [-0.067, 0.010, 0.212], [0.207, -0.053, 0.072], [-0.087, 0.052, 0.193], [0.129, 0.144, 0.166], [0.106, -0.477, -0.011], [-0.728, -1.457, -0.192], [0.699, 1.384, 0.165], [-0.446, -0.225, -0.081], [-0.117, 0.215, -0.003], [-0.001, 0.136, 0.180], [0.059, 0.148, -0.160], [0.067, 0.101, 0.193], [0.126, 0.120, -0.152], [0.257, 0.030, 0.042]], "gap_ev": 8.65, "smiles": "CCOB(O)[SiH2]S(C)(=O)=O.CC(C)=O.CC(C)=O.CC(C)=O.CC(C)=O.CC(C)=O"}

***

{"formula": "C18H41BeBrCl3FNaO10SSi2V", "method": "ωB97M-V/def2-TZVPD", "symbols": ["C", "C", "O", "C", "C", "C", "C", "C", "C", "O", "C", "O", "C", "C", "F", "Si", "C", "C", "C", "Si", "C", "C", "C", "H", "H", "H", "H", "H", "H", "H", "H", "H", "H", "H", "H", "H", "H", "H", "H", "H", "H", "H", "H", "H", "H", "H", "H", "H", "H", "H", "H", "H", "H", "H", "H", "H", "H", "H", "H", "H", "Be", "Br", "O", "S", "O", "O", "O", "O", "V", "O", "Na", "O", "H", "H", "C", "Cl", "Cl", "H", "H", "Cl"], "coordinates": [[3.9845, -0.8972, 2.3892], [4.2599, 0.4875, 1.6524], [3.2859, 0.7024, 0.5493], [3.6859, 1.7818, -0.3252], [2.5664, 2.4231, -1.1126], [1.9132, 1.5216, -2.2241], [0.3745, 1.4621, -2.0589], [-0.0306, 0.5955, -0.8333], [-1.0234, -0.5435, -1.1860], [-0.7255, -1.2649, -2.4265], [0.2746, -2.1434, -2.3473], [1.3680, -1.9130, -1.9345], [-0.0454, -3.5354, -2.8954], [1.2063, -4.2020, -3.4456], [1.8029, -4.9753, -2.4650], [-1.2530, -1.6445, 0.3671], [-2.2356, -3.2303, 0.0654], [-2.2067, -0.6265, 1.6523], [0.3624, -2.1196, 1.2359], [-2.7493, 0.3062, -1.5156], [-3.0080, 1.8770, -0.5184], [-4.1810, -0.9193, -1.4109], [-2.7095, 0.8554, -3.3376], [3.1098, -0.8295, 3.0293], [4.8391, -1.1398, 3.0275], [3.8850, -1.7504, 1.6878], [5.3126, 0.4806, 1.3218], [4.0851, 1.2089, 2.4532], [4.4622, 1.4249, -1.0051], [4.1602, 2.5546, 0.2854], [1.7401, 2.7691, -0.4965], [3.0320, 3.2499, -1.6485], [2.3774, 0.5374, -2.1392], [2.1404, 1.8949, -3.2227], [0.0057, 1.0301, -2.9845], [0.0440, 2.4945, -1.9425], [-0.3844, 1.2086, -0.0075], [0.9070, 0.1635, -0.4729], [-0.5589, -4.1558, -2.1673], [-0.6831, -3.3616, -3.7674], [1.9457, -3.4584, -3.7411], [0.9910, -4.7741, -4.3472], [-1.6314, -4.1015, 0.3429], [-2.5717, -3.3888, -0.9566], [-3.0670, -3.2241, 0.7738], [-1.8299, 0.3963, 1.6944], [-2.0722, -1.0367, 2.6545], [-3.2802, -0.6103, 1.4666], [1.1490, -1.3814, 1.1276], [0.7098, -3.1222, 0.9867], [0.1178, -2.1427, 2.3025], [-3.3816, 1.6949, 0.4970], [-3.7992, 2.4526, -1.0066], [-2.1169, 2.5011, -0.4946], [-3.9399, -1.8191, -1.9808], [-4.3760, -1.2687, -0.3961], [-5.0899, -0.4877, -1.8291], [-3.7060, 1.2595, -3.5343], [-2.4591, 0.0336, -4.0034], [-2.0155, 1.6804, -3.4892], [7.3523, 0.6031, 1.6145], [3.5926, -1.1066, -0.1238], [5.7162, 2.5105, 3.2972], [4.6993, 2.7843, 4.3780], [4.3064, 4.1949, 4.3260], [5.2915, 2.4410, 5.6857], [3.5156, 1.9056, 4.1104], [-5.1718, -3.3244, 1.5995], [-5.3634, -4.8272, 2.2724], [-5.5961, -6.4449, 3.0807], [8.2525, -0.9924, 3.8845], [-0.0948, 4.6300, -1.8459], [0.7167, 5.1077, -2.0463], [-0.6463, 5.2801, -1.3976], [-4.8007, 4.6547, 2.1339], [-5.4270, 3.0646, 1.6806], [-3.3053, 5.0416, 1.2742], [-5.5452, 5.4033, 1.8918], [-4.6007, 4.6589, 3.1985], [-6.0037, -6.3279, 4.7845]], "forces_ev_per_a": [[0.225, 0.362, 0.128], [0.169, -1.422, 3.505], [0.912, -2.223, 0.771], [0.540, 1.539, -1.156], [-0.706, -1.086, -1.081], [0.035, 0.175, 0.820], [0.984, -0.278, 0.243], [0.937, -0.378, -1.013], [-0.897, 1.096, 1.171], [-0.310, -0.244, 0.439], [-0.285, -1.434, -0.474], [0.813, 0.697, 0.654], [0.262, 0.945, -1.387], [0.083, 0.539, 0.156], [0.049, -0.404, -0.058], [0.025, -0.192, 0.605], [0.520, -0.187, 0.252], [0.197, 0.050, -0.249], [-0.499, 0.000, 0.240], [0.116, 0.060, -1.166], [-0.395, -0.446, 0.218], [0.428, -0.079, 0.325], [-0.107, 0.180, 0.775], [-0.061, 0.227, 0.055], [0.056, 0.531, 0.094], [0.265, 0.601, 2.348], [-0.791, 0.335, -0.707], [-0.062, 0.865, -0.028], [-0.052, -0.303, 0.067], [-0.126, -0.354, 0.649], [0.356, 0.361, 0.390], [0.035, 0.337, 0.439], [-0.353, -0.227, -0.257], [0.138, 0.138, 0.036], [-0.361, 0.048, 0.046], [-0.313, -0.230, -0.261], [-0.366, -0.058, -0.015], [-0.097, -0.199, 0.128], [-0.086, 0.015, 0.076], [-0.427, -0.172, 0.251], [-0.040, 0.162, 0.071], [-0.091, -0.554, 0.294], [0.148, 0.072, -0.102], [-0.251, 0.090, 0.027], [-0.225, 0.082, -0.377], [-0.090, 0.072, 0.028], [0.098, -0.191, -0.055], [-0.021, 0.102, -0.073], [0.111, -0.034, -0.108], [0.205, 0.103, -0.260], [0.011, -0.021, 0.017], [0.379, 0.067, -0.219], [0.053, 0.001, -0.123], [0.033, 0.039, 0.080], [0.005, 0.079, -0.179], [-0.178, 0.085, 0.030], [-0.033, 0.065, 0.039], [-0.048, -0.201, -0.284], [-0.129, 0.014, -0.152], [0.095, -0.032, -0.044], [-0.010, 0.481, 0.738], [-1.232, 0.729, -5.425], [0.895, -0.780, -1.154], [-0.159, 0.442, 1.040], [0.039, -0.174, -0.261], [0.039, -0.295, -0.302], [0.027, -0.342, -0.473], [-0.376, -2.244, 1.146], [0.547, 3.894, -1.974], [-0.662, -1.491, 2.612], [-0.279, 0.443, 0.004], [0.004, 0.249, 0.028], [0.014, -0.003, 0.001], [-0.041, -0.040, 0.019], [-0.035, 0.038, 0.052], [-0.170, 0.075, 0.127], [0.003, 0.061, 0.039], [0.005, -0.026, -0.106], [0.089, -0.081, -0.014], [0.416, -0.121, -1.737]], "gap_ev": 2.60}